1.
69
Properties=species:S:1:pos:R:3:mulliken_charge:R:1 method="wB97M-V/def2-TZVPD" e_above_lowest_kcal_mol=19.46 multiplicity=1 gap_ev="5.94 / 5.94"
Ir -0.626 0.372 -0.279 1.662
C -0.450 -4.835 2.214 -0.375
C -0.885 -4.296 1.014 -1.004
C -0.828 -2.928 0.792 0.158
C -0.344 -2.113 1.805 -0.167
C 0.096 -2.639 3.019 -0.179
C 0.047 -4.005 3.215 -0.836
N -0.292 -0.702 1.571 0.793
N -0.371 -0.015 2.618 -0.866
C -0.450 1.362 2.404 0.086
C -0.332 2.215 3.492 -0.565
C -0.391 3.576 3.270 -0.430
C -0.571 4.036 1.970 -0.894
C -0.696 3.127 0.939 -0.122
N -0.651 1.804 1.152 -0.240
H -0.486 -5.905 2.373 0.411
H -1.264 -4.943 0.234 0.415
H -1.129 -2.489 -0.152 0.301
H 0.490 -1.979 3.778 0.447
H 0.402 -4.427 4.145 0.385
H -0.184 1.787 4.472 0.541
H -0.290 4.271 4.093 0.408
H -0.614 5.093 1.749 0.442
H -0.835 3.427 -0.091 0.552
O -2.596 -0.365 0.317 -0.676
N -3.551 0.533 0.118 0.203
C -4.665 0.435 0.873 -0.280
C -5.712 1.302 0.700 -0.726
C -5.607 2.297 -0.271 -0.283
C -4.461 2.384 -1.025 -0.842
C -3.405 1.486 -0.838 0.779
S -1.986 1.445 -1.831 -0.662
H -4.637 -0.370 1.590 0.467
H -6.589 1.199 1.320 0.420
H -6.415 2.998 -0.426 0.388
H -4.335 3.145 -1.782 0.468
C -1.360 -1.989 -3.561 -1.650
C -0.314 -1.096 -2.905 1.306
C 1.096 -1.487 -3.329 -1.416
O -0.461 -1.196 -1.510 -0.640
H -1.265 -1.985 -4.649 0.418
H -2.361 -1.649 -3.292 0.295
H -1.238 -3.015 -3.205 0.311
H -0.486 -0.069 -3.252 -0.037
H 1.309 -2.512 -3.014 0.300
H 1.828 -0.822 -2.869 0.133
H 1.212 -1.427 -4.415 0.422
C 2.745 -1.963 0.098 -0.644
N 3.514 -0.911 0.736 0.150
C 4.799 -0.733 0.093 -0.997
C 2.755 0.321 0.956 -1.288
C 2.413 1.150 -0.276 1.792
C 3.477 1.911 -0.774 -0.683
C 3.382 2.673 -1.922 -0.909
C 2.171 2.695 -2.587 -0.899
C 1.091 1.995 -2.074 0.304
C 1.147 1.209 -0.908 0.078
H 3.374 -2.850 -0.002 0.504
H 2.362 -1.694 -0.894 0.199
H 1.896 -2.234 0.721 -0.102
H 5.339 -1.681 0.124 0.372
H 5.390 0.007 0.637 0.312
H 4.734 -0.415 -0.958 0.315
H 3.352 0.940 1.634 0.676
H 1.852 0.049 1.488 -0.368
H 4.416 1.896 -0.233 0.385
H 4.234 3.235 -2.285 0.391
H 2.048 3.275 -3.495 0.467
H 0.164 2.091 -2.621 0.325

=====

2.
72
Properties=species:S:1:pos:R:3:mulliken_charge:R:1 method="wB97M-V/def2-TZVPD" e_above_lowest_kcal_mol=33.99 charge=-1 multiplicity=1 gap_ev=5.92
Rh -0.379 0.447 -0.784 0.809
S -6.658 4.031 -2.112 -0.318
C -5.231 3.237 -1.846 0.087
S -3.876 3.312 -2.931 -0.141
C -2.799 2.263 -2.024 0.148
C -3.280 1.799 -0.851 0.124
S -2.454 0.769 0.238 -0.330
S -4.895 2.318 -0.410 -0.102
S -1.251 1.933 -2.689 -0.410
C -0.983 -5.885 -5.471 -0.882
O -1.457 -5.004 -4.479 -0.439
C -0.674 -3.936 -4.153 0.889
C 0.616 -3.725 -4.664 -0.894
C 1.336 -2.638 -4.235 -1.256
C 0.866 -1.733 -3.263 0.443
C 1.700 -0.690 -2.739 0.698
C 2.931 -0.228 -3.484 -1.394
O 1.511 -0.105 -1.653 -0.542
C -0.485 -1.931 -2.767 0.434
O -1.067 -1.171 -1.934 -0.376
C -1.214 -3.041 -3.262 -0.472
H -1.774 -6.616 -5.624 0.263
H -0.072 -6.405 -5.157 0.328
H -0.786 -5.367 -6.415 0.356
H 1.058 -4.404 -5.379 0.364
H 2.332 -2.521 -4.638 0.109
H 3.277 -0.927 -4.237 0.394
H 3.725 -0.040 -2.763 0.325
H 2.688 0.717 -3.971 0.273
H -2.217 -3.193 -2.887 0.467
C 4.599 2.137 2.361 -0.497
C 3.511 1.380 2.772 -0.629
C 2.317 1.443 2.069 0.099
C 2.174 2.260 0.948 0.328
C 3.283 3.003 0.543 -0.517
C 4.482 2.947 1.240 -0.468
Si 0.512 2.460 0.026 0.766
C -0.589 3.402 1.277 0.347
C -1.090 2.817 2.440 0.233
C -1.918 3.515 3.304 -0.690
C -2.262 4.832 3.026 -0.456
C -1.763 5.438 1.885 -0.609
C -0.942 4.726 1.021 -0.346
H 5.529 2.102 2.915 0.365
H 3.594 0.747 3.648 0.415
H 1.471 0.853 2.408 -0.035
H 3.201 3.647 -0.324 0.327
H 5.326 3.544 0.913 0.372
H 0.831 3.532 -0.963 -0.415
H -0.844 1.787 2.673 -0.035
H -2.307 3.034 4.194 0.391
H -2.917 5.377 3.696 0.370
H -2.025 6.466 1.664 0.366
H -0.567 5.209 0.125 0.310
C -1.557 -2.032 4.083 -1.772
C -0.384 -2.131 3.108 1.660
C 0.903 -1.668 3.808 -1.556
C -0.232 -3.576 2.625 -2.013
N -0.756 -1.296 1.966 -0.139
N 0.168 -1.219 0.902 -0.112
H -1.420 -2.720 4.917 0.421
H -2.484 -2.271 3.562 0.428
H -1.636 -1.017 4.478 0.369
H 1.121 -2.317 4.658 0.524
H 0.791 -0.647 4.177 0.318
H 1.766 -1.702 3.138 0.353
H -0.238 -4.261 3.474 0.489
H 0.703 -3.715 2.079 0.359
H -1.063 -3.828 1.965 0.410
H -0.993 -0.356 2.260 0.010
H 0.080 -2.047 0.325 0.202
H 1.136 -1.120 1.202 0.099